(1)
DFT (wB97M-V/def2-TZVPD) results for a cluster of 7 separate species, C24H46N2O10S6 in total at a distorted geometry.

Structure (XYZ):
```
88
Properties=species:S:1:pos:R:3
C -1.28841 -2.59274 0.72859
C -2.72689 -2.79587 0.37101
O -3.49847 -3.35230 1.11771
N -3.15431 -2.23791 -0.83828
C -4.54505 -2.57517 -1.18349
C -4.98025 -4.00476 -1.35457
O -5.30369 -1.67845 -1.36972
C -2.26703 -2.46018 -1.95971
C -1.94939 -3.72697 -2.45056
C -1.11215 -3.86477 -3.55067
C -0.56973 -2.75404 -4.19576
C -0.88495 -1.50279 -3.69770
C -1.71906 -1.36170 -2.60967
C -1.84726 0.12531 -2.32827
O -2.25144 0.62791 -1.33149
N -1.35183 0.79423 -3.49491
C -0.45731 -0.13521 -4.13412
O 0.48185 0.18132 -4.78665
H -1.13052 -1.54643 0.97886
H -0.60537 -2.89401 -0.05927
H -1.08774 -3.16970 1.62038
H -4.46550 -4.66480 -0.66733
H -4.79978 -4.32444 -2.37650
H -6.03452 -4.02993 -1.11861
H -2.35889 -4.59557 -1.95827
H -0.85401 -4.84244 -3.92794
H 0.07063 -2.85675 -5.05626
H -2.17404 1.02056 -4.05606
C 4.13662 -4.66882 0.47472
S 2.36182 -4.61595 0.22566
O 1.99978 -3.20843 -0.09991
C 1.91771 -4.89003 1.94558
H 4.61898 -4.47558 -0.47707
H 4.43252 -3.90436 1.19201
H 4.42783 -5.65648 0.82963
H 2.35867 -4.10865 2.56444
H 2.27340 -5.87175 2.25783
H 0.83300 -4.85328 2.02270
C 0.21102 3.45734 1.59401
S -0.97855 2.78102 2.75693
O -0.24948 1.78955 3.59898
C -1.91761 1.85066 1.54288
H 0.92886 4.04711 2.16023
H 0.72377 2.64503 1.07807
H -0.30644 4.09778 0.87991
H -1.26592 1.14684 1.02740
H -2.36792 2.53628 0.82625
H -2.70054 1.30797 2.06911
C -0.96822 4.63365 -5.96308
S -1.74822 3.32055 -6.90693
O -2.24411 2.32619 -5.92139
C -0.22948 2.64874 -7.58991
H -1.74806 5.15551 -5.41269
H -0.24934 4.20398 -5.26536
H -0.47601 5.32666 -6.64533
H 0.43662 2.35505 -6.77811
H 0.24282 3.39822 -8.22509
H -0.49068 1.77657 -8.18522
C -0.40275 2.16907 6.82958
S 0.61794 2.62792 8.22686
O -0.17392 2.37936 9.46271
C 0.56362 4.39779 7.91381
H -0.54060 1.09045 6.84932
H -1.37202 2.66278 6.90392
H 0.09354 2.44959 5.90125
H -0.47213 4.73686 7.91681
H 1.02883 4.60875 6.95114
H 1.11806 4.89440 8.70767
C 9.39700 -4.96696 -1.48063
S 7.78476 -4.19687 -1.29725
O 7.15668 -4.79159 -0.08785
C 7.03285 -4.99065 -2.72447
H 10.01877 -4.63571 -0.65188
H 9.29098 -6.05135 -1.45056
H 9.84522 -4.65089 -2.42252
H 7.08633 -6.07359 -2.61146
H 7.55149 -4.67392 -3.62909
H 5.99255 -4.67525 -2.77286
C -2.66365 7.49363 2.54476
S -2.51285 6.97855 4.26045
O -1.65333 5.76812 4.27457
C -4.21002 6.41458 4.43608
H -1.68715 7.84306 2.21609
H -2.97660 6.64632 1.93410
H -3.38591 8.30658 2.47077
H -4.41647 5.64067 3.69671
H -4.88744 7.25879 4.30713
H -4.32149 6.00576 5.43787
```

Results
- Kohn-Sham gap: 7.935 eV
- DFT total energy: -4192.953974 a.u.

***

(2)
DFT (wB97M-V/def2-TZVPD) results for an isolated molecule of C21H24N2O2.

Structure (XYZ):
```
49
Properties=species:S:1:pos:R:3
C -4.91106 -0.18539 1.48464
C -4.56606 0.07129 0.01778
N -3.15196 0.26303 -0.16643
C -2.49068 1.45677 -0.17003
C -3.20976 2.75171 -0.06807
C -1.13357 1.24420 -0.32103
C -0.13303 2.31920 -0.39243
O -0.30709 3.43731 0.07018
N 1.00013 1.99646 -1.06654
C 2.14336 2.87463 -1.09790
C 3.01069 2.74295 0.16885
C 3.42683 1.31766 0.39048
C 4.45316 0.75368 -0.35845
C 4.80127 -0.57453 -0.19040
C 4.12715 -1.35905 0.73049
C 3.10561 -0.80705 1.48300
C 2.75678 0.52169 1.31110
C -0.94152 -0.17792 -0.37671
C 0.16077 -1.02356 -0.45667
C -0.02957 -2.39801 -0.45882
O 1.11994 -3.13918 -0.54230
C 1.02291 -4.53972 -0.53102
C -1.31467 -2.94456 -0.37931
C -2.42125 -2.12478 -0.27717
C -2.23326 -0.75268 -0.27154
H -4.61048 0.66009 2.09851
H -5.98135 -0.33651 1.59721
H -4.39078 -1.06983 1.84404
H -5.09160 0.95925 -0.33981
H -4.88085 -0.78022 -0.59268
H -3.81909 2.79011 0.83396
H -3.86018 2.90499 -0.93043
H -2.47585 3.55133 -0.02769
H 1.12775 1.04796 -1.37370
H 1.76913 3.89938 -1.16602
H 2.73208 2.64100 -1.98801
H 3.88652 3.38460 0.05555
H 2.42492 3.09640 1.01824
H 4.98429 1.36286 -1.07689
H 5.60082 -0.99947 -0.78016
H 4.39583 -2.39679 0.85926
H 2.57122 -1.41399 2.19880
H 1.95014 0.94623 1.89204
H 1.17911 -0.67088 -0.48244
H 2.04682 -4.90528 -0.59622
H 0.45304 -4.91443 -1.38837
H 0.56793 -4.90745 0.39516
H -1.45866 -4.01302 -0.38391
H -3.40592 -2.56048 -0.19812
```

Results
- Kohn-Sham gap: 8.517 eV
- ΔE to the lowest compared entry with this formula, charge and spin: 103.01 kJ/mol
- DFT total energy: -1074.654375 a.u.

***

(3)
DFT (wB97M-V/def2-TZVPD) results for a cluster of 2 separate species, C6H13NO in total at a distorted geometry.

Structure (XYZ):
```
21
Properties=species:S:1:pos:R:3
C 3.25239 0.08322 -0.33890
C 2.22458 0.18959 0.49619
C 0.82616 0.50632 0.14248
C -0.01803 1.27865 0.81474
C -1.38501 1.61187 0.30186
C -2.16997 0.44570 -0.28422
N -2.88321 -0.25415 0.81337
H 3.15129 0.44499 -1.35662
H 4.17394 -0.37925 -0.01677
H 2.34413 -0.31915 1.45228
H 0.56333 -0.01786 -0.77599
H 0.35822 1.88677 1.63374
H -2.09459 2.06463 0.98834
H -1.28370 2.41920 -0.44118
H -1.55197 -0.26587 -0.83609
H -2.98893 0.72378 -0.95085
H -2.26039 -0.83577 1.36294
H -3.71454 -0.72616 0.50708
O 1.08495 -3.21642 -1.44644
H 0.45850 -2.57727 -1.08800
H 1.91287 -3.06280 -0.97796
```

Results
- Kohn-Sham gap: 9.834 eV
- ΔE to the lowest compared entry with this formula, charge and spin: 248.54 kJ/mol
- DFT total energy: -366.339239 a.u.

***

(4)
DFT (wB97M-V/def2-TZVPD) results for an isolated molecule of C19H18FNO3S.

Structure (XYZ):
```
43
Properties=species:S:1:pos:R:3
O 1.55621 1.97100 0.47533
S 1.63400 0.54120 0.50198
O 1.07767 -0.16227 1.62554
N 0.98470 0.01930 -0.94954
C 0.43999 -1.31771 -1.02538
C -0.84721 -1.54848 -0.22620
C -2.01181 -0.66295 -0.69205
C -1.79511 0.79597 -0.34017
C -1.74149 1.76173 -1.33905
C -1.53009 3.09384 -1.02915
C -1.37446 3.44864 0.29699
F -1.17639 4.74583 0.60574
C -1.44042 2.51305 1.31258
C -1.65526 1.18824 0.98615
C -3.30365 -1.11775 -0.08305
C -3.60014 -1.71917 1.10433
C -5.01012 -1.86012 1.13640
C -5.46395 -1.33126 -0.02945
O -4.43914 -0.88001 -0.77427
C 3.32837 0.01950 0.28491
C 3.78013 -1.12241 0.91503
C 5.08443 -1.53996 0.70257
C 5.91362 -0.81046 -0.13458
C 5.44855 0.33727 -0.75906
C 4.14504 0.75556 -0.55043
H 0.37349 0.73239 -1.32013
H 0.27608 -1.54589 -2.08362
H 1.21860 -1.98558 -0.64742
H -1.13320 -2.59647 -0.33693
H -0.63434 -1.35525 0.82362
H -2.11581 -0.74744 -1.78076
H -1.86790 1.47299 -2.37382
H -1.48208 3.84847 -1.79835
H -1.31550 2.82367 2.33689
H -1.71090 0.45274 1.77244
H -2.90958 -2.03106 1.86009
H -5.59564 -2.29485 1.92013
H -6.44995 -1.22240 -0.43477
H 3.10924 -1.65514 1.57042
H 5.45333 -2.42970 1.19002
H 6.93035 -1.13551 -0.29824
H 6.10175 0.90373 -1.40527
H 3.74862 1.64670 -1.00943
```

Results
- Kohn-Sham gap: 9.105 eV
- ΔE to the lowest compared entry with this formula, charge and spin: 9.50 kJ/mol
- DFT total energy: -1513.323961 a.u.

***

(5)
DFT (wB97M-V/def2-TZVPD) results for an isolated molecule of C7H9N3O at a distorted geometry.

Structure (XYZ):
```
20
Properties=species:S:1:pos:R:3
C 1.27769 -2.40554 0.39879
C -0.89914 -2.17862 0.26328
C 0.99557 -1.02567 0.37616
C -0.85335 1.31464 -1.22342
C 1.78632 0.26375 0.54497
C 0.69969 1.33746 0.84624
C -0.68774 1.09388 0.26251
N 0.05077 -3.09158 0.43811
N -0.37364 -0.97090 0.36802
N -2.11252 1.21996 -1.63365
O 0.05187 1.66657 -1.91601
H 2.15341 -3.08032 0.45304
H -1.98589 -2.21273 0.37567
H 2.59540 0.07958 1.33160
H 2.34313 0.57677 -0.34746
H 0.55037 1.41472 1.90333
H 1.21017 2.29558 0.40442
H -1.64631 1.12327 0.89813
H -2.94774 1.09381 -1.10304
H -2.20804 1.48537 -2.64068
```

Results
- Kohn-Sham gap: 7.251 eV
- ΔE to the lowest compared entry with this formula, charge and spin: 228.79 kJ/mol
- DFT total energy: -511.558401 a.u.

***

(6)
DFT (wB97M-V/def2-TZVPD) results for a structure of composition C33H48MnO6P4 at a distorted geometry.

Structure (XYZ):
```
92
Properties=species:S:1:pos:R:3
Mn 0.06206 0.19271 -0.28851
C -1.06751 3.69482 0.95120
P -0.47943 2.00519 1.33253
C 0.82847 2.40674 2.52937
C -1.85326 1.37306 2.38332
C -2.41969 2.15571 3.39075
C -3.49100 1.69399 4.13336
C -4.01389 0.43046 3.88114
C -3.44537 -0.36383 2.90182
C -2.36677 0.09625 2.14683
P -1.51177 -0.96370 0.91863
C -0.92018 -2.31650 1.98348
C -2.83713 -1.82764 -0.00014
H -1.21955 4.26234 1.86924
H -1.99623 3.67966 0.38784
H -0.30795 4.20901 0.36011
H 0.46192 3.13302 3.25774
H 1.67876 2.82928 1.99340
H 1.16435 1.49773 3.01691
H -2.02390 3.14143 3.59988
H -3.91852 2.31447 4.90891
H -4.85370 0.06318 4.45519
H -3.84431 -1.35541 2.72900
H -1.74674 -2.75546 2.54553
H -0.16456 -1.93927 2.67220
H -0.45205 -3.06982 1.35150
H -3.64633 -2.17930 0.64186
H -2.37161 -2.69800 -0.46838
H -3.24801 -1.21063 -0.79714
O 2.20909 2.12507 -3.15835
C 1.32604 1.78963 -2.39462
O 1.46550 0.94079 -1.42680
C -0.07305 2.41090 -2.50447
P -1.31036 1.19209 -1.92936
C -2.76260 2.21405 -1.51969
C -3.71567 1.74607 -0.62084
C -4.77981 2.54474 -0.22878
C -4.90683 3.82838 -0.73857
C -3.97239 4.30456 -1.64745
C -2.90936 3.50265 -2.03394
C -1.82638 0.32201 -3.45844
C -2.80478 0.90533 -4.26479
C -3.19738 0.33260 -5.46233
C -2.60333 -0.84957 -5.86985
C -1.63450 -1.43857 -5.07679
C -1.22483 -0.87978 -3.86596
H -0.25083 2.77740 -3.51686
H -0.10178 3.25922 -1.81296
H -3.62219 0.75909 -0.19093
H -5.49874 2.16817 0.48600
H -5.72857 4.45818 -0.42631
H -4.06698 5.30390 -2.04942
H -2.17899 3.89732 -2.72822
H -3.28056 1.82382 -3.94910
H -3.95780 0.80756 -6.06679
H -2.89312 -1.31426 -6.80286
H -1.17184 -2.36303 -5.39628
H 0.76645 -1.01787 -3.01352
C 2.56190 -4.25150 0.34644
C 2.85412 -3.66148 1.71785
C 2.11457 -4.42769 2.80379
C 4.34937 -3.65202 1.98511
O 2.37847 -2.28767 1.84777
P 2.14412 -1.24144 0.66979
O 1.13598 -1.73869 -0.33265
O 1.62216 0.04139 1.28761
O 3.55159 -1.07880 -0.02534
C 4.61786 -0.14121 0.34934
C 4.83130 -0.15087 1.85457
C 4.24256 1.24607 -0.13616
C 5.83667 -0.66875 -0.38470
H 2.92215 -5.28214 0.33487
H 3.06842 -3.70374 -0.44689
H 1.49685 -4.24748 0.12794
H 2.50343 -5.44362 2.87969
H 1.05028 -4.48322 2.58277
H 2.24220 -3.93353 3.76629
H 4.72392 -4.67532 2.02480
H 4.56435 -3.16784 2.93803
H 4.87981 -3.12405 1.19373
H 3.96088 0.24354 2.37589
H 5.69004 0.48184 2.08505
H 5.03786 -1.15405 2.22577
H 3.33852 1.58890 0.36071
H 4.04836 1.25666 -1.20646
H 5.06122 1.93302 0.08898
H 6.11866 -1.65779 -0.02397
H 6.68019 0.00582 -0.23435
H 5.62911 -0.73101 -1.45169
C -0.15788 -1.59146 -3.08907
H -0.46895 -1.81103 -2.06704
H 0.07940 -2.54072 -3.56781
```

Results
- Kohn-Sham gap (spin up / spin down): 8.778 / 8.140 eV
- ⟨S²⟩: 0.93
- ΔE to the lowest compared entry with this formula, charge and spin: 47.96 kJ/mol
- DFT total energy: -4254.361404 a.u.
- 2S+1: 2

***

(7)
DFT (wB97M-V/def2-TZVPD) results for a cluster of 2 separate species, C2H6O3P in total at a distorted geometry.

Structure (XYZ):
```
12
Properties=species:S:1:pos:R:3
C -0.23151 0.73121 -0.96460
C 0.29334 -0.41964 -0.25629
O 2.72463 0.40364 0.38739
O 1.99690 -2.11087 0.62243
O 0.06517 -1.57653 -0.84108
P 1.75652 -0.63068 0.81659
H -0.40714 1.67944 -0.40245
H 0.58139 0.87410 -1.60354
H -1.00918 0.62044 -1.71319
H -0.97465 -0.77884 1.55162
H 0.79542 -2.22111 -0.20471
H 1.26225 -0.56083 2.11663
```

Results
- Kohn-Sham gap (spin up / spin down): 5.833 / 8.148 eV
- ⟨S²⟩: 2.00
- Charge: -1
- ΔE to the lowest compared entry with this formula, charge and spin: 0.00 kJ/mol
- DFT total energy: -646.803464 a.u.
- 2S+1: 3

***

(8)
DFT (wB97M-V/def2-TZVPD) results for a structure of composition C7H7N at a distorted geometry.

Structure (XYZ):
```
15
Properties=species:S:1:pos:R:3
C -0.34143 -0.73647 0.59116
C -0.23568 0.66839 0.46886
C 0.91771 1.25672 0.03831
C 2.01208 0.49304 -0.19364
C 1.84052 -0.96912 -0.12589
C -1.97197 -0.73166 -0.43274
C -2.55280 0.27809 -0.16346
H -1.28551 -1.39040 0.84850
H -1.12733 1.31969 0.46720
H 0.96285 2.33086 -0.31094
H 2.87847 1.03489 -0.27188
H 2.61952 -1.72262 -0.38165
H -1.21171 -1.48048 -0.78104
H -3.12499 1.16502 0.06415
N 0.62026 -1.51596 0.18305
```

Results
- Kohn-Sham gap: 8.656 eV
- ΔE to the lowest compared entry with this formula, charge and spin: 608.24 kJ/mol
- DFT total energy: -325.427024 a.u.

***

(9)
DFT (wB97M-V/def2-TZVPD) results for an isolated molecule of C3H5IO2S at a distorted geometry.

Structure (XYZ):
```
12
Properties=species:S:1:pos:R:3
O -1.80795 1.71543 -0.99750
S -1.36498 0.75086 -0.03086
O -1.17235 1.11507 1.35750
I -3.14268 -0.94534 0.03702
C 0.41567 0.01770 -0.71277
C 1.34972 0.18620 0.39580
C 0.75142 -1.10684 0.11338
H 0.50342 0.52550 -1.74785
H 1.00465 0.61303 1.34814
H 2.29127 0.45755 0.05289
H 1.37734 -1.84889 -0.39348
H -0.20553 -1.48028 0.57772
```

Results
- Kohn-Sham gap: 8.945 eV
- ΔE to the lowest compared entry with this formula, charge and spin: 74.00 kJ/mol
- DFT total energy: -963.575002 a.u.

***

(10)
DFT (wB97M-V/def2-TZVPD) results for a structure of composition H8O4 at a distorted geometry.

Structure (XYZ):
```
12
Properties=species:S:1:pos:R:3
H 0.14634 2.54925 -0.35722
H -1.17025 1.43623 -0.17545
H 1.21489 0.60109 -0.11502
H 2.21561 0.22866 0.85746
H 0.97602 -1.07510 -0.42774
H 0.74534 -2.26085 0.62533
H -1.49593 -0.89385 0.26212
H -2.72309 -0.51886 -0.70866
O -0.00282 1.56607 0.13091
O 2.03985 0.09752 -0.13718
O 0.17917 -1.67747 -0.02609
O -2.12514 -0.05270 0.07153
```

Results
- Kohn-Sham gap: 11.308 eV
- ΔE to the lowest compared entry with this formula, charge and spin: 261.18 kJ/mol
- DFT total energy: -305.679729 a.u.

***

(11)
DFT (wB97M-V/def2-TZVPD) results for a cluster of 2 separate species, C4H11PS in total at a distorted geometry.

Structure (XYZ):
```
17
Properties=species:S:1:pos:R:3
C 0.75102 -0.88023 -2.08644
C -1.01878 1.22101 -0.91864
C 1.60513 0.59100 0.20210
C -0.56734 -1.22470 1.62749
P 0.16903 -0.19891 -0.62926
S -1.12558 0.15670 2.55899
H 1.27930 -1.76976 -1.96554
H -0.02383 -0.82430 -2.91064
H -1.52228 0.73896 -1.73001
H -1.52068 1.32566 -0.00970
H -0.29055 2.11014 -0.97593
H 2.42850 0.01378 -0.00862
H 1.79292 1.62269 -0.29240
H 1.28137 0.87932 1.19177
H 0.53090 -1.52119 1.79392
H -1.22969 -2.17174 1.61472
H -2.53946 -0.06844 2.53818
```

Results
- Kohn-Sham gap (spin up / spin down): 6.091 / 7.610 eV
- ⟨S²⟩: 2.01
- ΔE to the lowest compared entry with this formula, charge and spin: 193.14 kJ/mol
- DFT total energy: -898.328033 a.u.
- 2S+1: 3

***

Question: Among the records above, which one has the highest DFT total energy?
Answer: H8O4

***

Question: Look up the DFT total energy of the second one.
Answer: -1074.654375 a.u.

***

Question: Which value of DFT total energy does entry 7 give?
Answer: -646.803464 a.u.

***

Question: DFT total energy of number 5 (C7H9N3O)?
Answer: -511.558401 a.u.